Entry a
DFT (ωB97M-V/def2-TZVPD) results for C4H7O3Tl as an isolated structure.

Positions of all 15 atoms, in Å:
H: -0.08644 1.55562 1.29577
O: -0.57365 -0.52011 -0.22349
C: -0.69970 0.73956 -0.59774
O: -1.11937 0.94291 -1.73428
Tl: -1.13312 3.42060 -2.25276
O: -0.06408 2.80554 -0.32883
C: -0.73661 1.92547 0.46782
H: -1.64985 2.11489 1.07305
C: 0.62031 -0.97064 0.44001
H: 1.46991 -0.36463 0.09753
H: 0.50371 -0.82409 1.52246
C: 0.82334 -2.42954 0.11388
H: -0.13497 -2.96522 0.10603
H: 1.31230 -2.55300 -0.86128
H: 1.46822 -2.87736 0.88186

- HOMO energy: -8.35 eV
- Total charge: 0

These are the natural (NBO) partial charges, in e, on atoms 1 to 8: H 0.14; O -0.52; C 0.83; O -0.66; Tl 0.84; O -0.97; C -0.16; H 0.17

---

Entry b
DFT (ωB97M-V/def2-TZVPD) results for C4H7O3Tl as an isolated structure.

Positions of all 15 atoms, in Å:
H: 2.20015 -0.60421 2.90338
O: -0.82542 -0.91409 -0.16188
C: -0.44977 0.27297 -0.60438
O: 0.12626 1.11227 0.06613
O: -0.77075 0.39834 -1.85997
C: -0.38202 1.60394 -2.52833
H: -0.84264 2.46838 -2.03726
H: 0.70980 1.69926 -2.52124
H: -0.75060 1.50310 -3.55162
C: -0.63772 -1.19336 1.19635
H: -1.48157 -0.89813 1.82365
C: 0.39920 -1.94190 1.59541
H: 1.14672 -2.29122 0.87951
H: 0.45073 -2.23540 2.64428
Tl: 1.10761 1.02006 2.15598

- HOMO energy: -6.53 eV
- Total charge: 0

These are the natural (NBO) partial charges, in e, on atoms 1 to 8: H -0.56; O -0.49; C 1.02; O -0.70; O -0.47; C -0.26; H 0.20; H 0.20

---

The structure shown above that is least stable: entry b.